# 1
An isolated molecule of C3H7NO, computed with ωB97M-V with the def2-TZVPD basis set.

Structure (XYZ):
```
12
Properties=species:S:1:pos:R:3:nbo_charge:R:1
C 0.30802 1.02628 -1.57105 -0.42
N 0.39533 0.04285 -0.51435 -0.62
C -0.39720 0.09250 0.59581 0.67
C -0.25243 -1.09507 1.53009 -0.71
O -1.18208 1.00111 0.80973 -0.63
H -0.50283 1.70755 -1.30734 0.24
H 0.08267 0.54954 -2.53144 0.19
H 1.23793 1.59788 -1.66944 0.19
H 1.01190 -0.74494 -0.62980 0.39
H -0.83024 -1.94014 1.14047 0.23
H -0.65949 -0.82249 2.50409 0.24
H 0.78842 -1.41508 1.64323 0.22
```

The value obtained for the total energy is -248.518111 Ha. The value obtained for the frontier orbital gap is 0.3884 hartree. The largest force on an atom is 0.312 eV/A.


# 2
An isolated molecule of C4H6F2Si, computed with ωB97M-V with the def2-TZVPD basis set.

Structure (XYZ):
```
13
Properties=species:S:1:pos:R:3:nbo_charge:R:1
F 0.70981 -2.61058 -0.91283 -0.64
Si 0.58774 -1.41534 0.14621 2.14
F 1.56903 -1.90459 1.31983 -0.64
C -1.01576 -0.79903 0.86610 -0.76
C -1.24193 0.49196 0.60305 -0.10
C -0.09286 1.27255 -0.09686 -0.47
C 0.84551 0.29303 -0.84864 -0.89
H -1.84942 -1.30399 1.38286 0.24
H -2.13017 1.12001 0.55144 0.21
H -0.44606 2.06384 -0.63418 0.20
H 0.61570 1.74454 0.49328 0.22
H 0.48242 0.30732 -1.92768 0.25
H 1.96598 0.74029 -0.94257 0.24
```

The value obtained for the total energy is -645.329340 Ha. The value obtained for the frontier orbital gap is 0.4072 hartree. The largest force on an atom is 3.351 eV/A.


# 3
A cluster of 3 separate species, C2H8NO4 in total, computed with ωB97M-V with the def2-TZVPD basis set.

Structure (XYZ):
```
15
Properties=species:S:1:pos:R:3:nbo_charge:R:1
C 1.30577 -1.75129 -0.21109 -0.42
N 0.55530 -0.50588 -0.33571 -0.71
C 0.02073 -0.18558 -1.64431 0.87
O -0.33075 1.01416 -1.79167 -0.82
O -0.10680 -1.13664 -2.44067 -0.78
H 2.36901 -1.57979 -0.45125 0.15
H 0.99282 -2.51066 -0.91468 0.23
H 1.26952 -2.07784 0.83028 0.17
H 1.10350 0.25968 0.01426 0.36
H 0.10678 3.48941 -0.11499 0.45
H -0.53835 2.05175 -0.51004 0.52
O -0.42972 2.74557 0.20577 -1.03
H -1.85791 -0.29019 1.82705 0.49
H -2.23684 0.72108 2.81546 0.46
O -2.22306 -0.24378 2.72160 -0.95
```

The value obtained for the total energy is -436.810245 Ha. Its net charge is -1. The value obtained for the frontier orbital gap is 0.3132 hartree. The largest force on an atom is 1.073 eV/A.


# 4
A structure of composition C25H23ClIrOP, computed with ωB97M-V with the def2-TZVPD basis set.

Structure (XYZ):
```
52
Properties=species:S:1:pos:R:3:lowdin_spin:R:1
C -1.07242 -1.56346 1.16227 0.00
C -0.94034 -1.76154 -0.25379 0.09
C 0.46367 -1.84454 -0.56389 0.12
H -1.75633 -1.81357 -0.96745 0.01
C 1.19672 -1.73105 0.66345 0.11
C 0.25251 -1.55480 1.73033 0.06
H 0.48763 -1.46083 2.78956 0.01
H -2.00685 -1.47992 1.71484 0.00
H 0.88349 -1.96320 -1.55730 0.00
H 2.27901 -1.76170 0.77370 0.00
Ir 0.00303 0.11933 0.33131 0.83
Cl 1.56592 1.11314 -1.02799 0.29
P 0.09840 0.32594 -3.66061 0.49
C 1.19307 -0.73952 -4.70662 0.07
C 0.77152 -1.44395 -5.84764 0.03
H -0.27250 -1.41507 -6.15688 0.00
C 1.69254 -2.17943 -6.59877 0.00
H 1.35673 -2.70950 -7.49291 0.00
C 3.03381 -2.23317 -6.20869 0.03
H 3.75190 -2.80126 -6.80116 0.00
C 3.45556 -1.56138 -5.05363 0.00
H 4.50188 -1.60341 -4.74536 0.00
C 2.53842 -0.83510 -4.29595 0.02
H 2.85138 -0.32541 -3.38355 0.00
C -1.54093 -0.08608 -4.39893 0.10
C -2.17923 -1.22938 -3.87143 0.03
H -1.68667 -1.80184 -3.08378 0.00
C -3.41727 -1.63268 -4.36324 0.00
H -3.89971 -2.52115 -3.95060 0.00
C -4.03580 -0.90201 -5.38682 0.03
H -5.00131 -1.22544 -5.77744 0.00
C -3.41752 0.24044 -5.90339 0.00
H -3.89507 0.81101 -6.70262 0.00
C -2.18286 0.66110 -5.39958 0.04
H -1.71854 1.56453 -5.79288 0.00
C 0.41858 1.96896 -4.43842 0.46
C 1.11008 2.15995 -5.64646 0.44
H 1.54460 1.31030 -6.17189 0.02
C 1.23903 3.44316 -6.18524 0.04
H 1.76604 3.57846 -7.13262 -0.01
C 0.69449 4.54310 -5.51694 0.44
H 0.78188 5.54095 -5.94808 0.02
C 0.04449 4.36526 -4.28804 0.44
H -0.37689 5.22360 -3.76162 0.02
C -0.06441 3.09179 -3.73502 0.07
H -0.51538 2.94971 -2.75180 0.00
C -1.59839 1.61790 2.36906 0.05
C -0.92457 1.63322 1.01792 0.19
O -0.95282 2.59449 0.25524 0.44
H -0.98617 1.08883 3.10394 0.00
H -2.57176 1.11535 2.28986 0.00
H -1.75582 2.64767 2.71016 0.00
```

The value obtained for the total energy is -1947.073339 Ha. Its net charge is +1. The value obtained for the frontier orbital gap (spin up / spin down) is 0.2082 / 0.1897 hartree. Its expectation value of S² is 8.8252. The spin multiplicity is 6. The largest force on an atom is 5.615 eV/A.